[1]
Here is C19H19FN4S as an isolated structure at a distorted geometry from the OMol25 dataset. Energies are from wB97M-V/def2-TZVPD.

Structure (XYZ):
```
44
Properties=species:S:1:pos:R:3:forces:R:3:nbo_charge:R:1
N 4.698 -0.260 -0.689 18.4 3.4 -1.1 -0.307
C 3.672 -0.461 -0.637 -16.5 -2.8 1.3 0.261
C 2.325 -0.696 -0.570 -5.1 -6.5 -3.6 -0.311
C 1.765 -1.770 -1.434 0.8 0.6 -1.8 0.477
N 2.456 -2.413 -2.613 -2.1 9.1 4.0 -0.774
H 2.189 -3.270 -2.701 -1.0 -6.8 -0.6 0.363
H 3.313 -2.094 -2.317 3.5 -0.7 -0.6 0.392
N 0.400 -2.194 -1.400 -0.3 -0.7 1.5 -0.638
C -0.282 -2.063 -0.167 -0.1 -0.2 3.2 0.146
C 0.227 -1.223 0.827 -1.8 -1.1 -2.2 -0.229
C -0.421 -0.944 2.138 7.3 -1.1 -13.8 0.320
N -0.931 -1.033 3.071 -6.4 -0.5 12.2 -0.331
C 1.235 -0.300 0.320 1.1 7.4 4.5 -0.036
C 0.459 1.107 -0.229 1.1 -5.1 -4.7 -0.408
C 1.322 2.201 -0.692 2.6 1.3 5.1 -0.419
C 1.840 2.733 0.860 2.8 1.8 -3.1 -0.400
C 2.780 1.527 1.473 -12.7 3.5 4.3 -0.378
C 1.882 0.376 1.763 4.8 -2.6 -6.8 -0.362
H 1.258 0.778 2.360 -5.2 1.9 4.1 0.194
H 2.530 -0.301 2.224 0.4 -1.9 1.0 0.207
H 3.075 2.056 2.286 1.0 0.7 3.4 0.207
H 3.488 1.548 0.953 10.6 -1.0 -8.3 0.177
H 2.526 3.753 0.587 -1.5 -2.7 1.2 0.191
H 1.032 3.126 1.566 0.7 -1.0 -1.2 0.205
H 2.143 2.088 -1.471 -0.7 -0.9 1.5 0.227
H 0.830 3.008 -1.083 -2.0 1.9 -0.9 0.214
H -0.365 1.150 0.390 -1.4 1.4 1.6 0.219
H 0.028 0.800 -1.221 -0.4 -0.7 0.7 0.192
S -1.619 -3.294 0.233 2.2 0.3 -1.2 0.284
C -2.875 -2.296 0.892 -3.9 2.2 1.2 -0.607
C -2.999 -0.802 0.125 0.7 -9.9 0.7 -0.135
C -3.076 0.210 0.830 0.6 7.1 12.2 -0.142
C -3.102 1.525 0.388 -1.5 1.0 -1.9 -0.294
C -3.199 1.442 -1.034 -0.1 9.4 4.6 0.454
C -3.178 0.376 -1.810 -1.2 9.4 8.6 -0.337
C -3.023 -0.595 -1.173 1.5 -19.8 0.1 -0.048
H -3.013 -1.683 -1.991 0.2 2.8 2.8 0.163
H -3.185 0.564 -2.621 -0.3 3.0 -18.8 0.203
F -3.267 2.827 -1.577 0.0 -3.1 0.1 -0.385
H -3.278 2.512 1.057 0.7 -2.7 -2.0 0.273
H -2.917 0.077 2.192 -0.8 0.4 -4.4 0.217
H -2.906 -2.106 2.137 0.4 -0.5 -3.7 0.272
H -3.887 -2.912 0.643 2.3 1.4 0.6 0.258
H 0.051 -3.074 -1.883 1.2 1.7 0.4 0.426
```
Forces are in eV/Å.

Output
2S+1: 1
DFT total energy: -39507.12370 eV
lowest unoccupied orbital energy: -0.1 eV
total charge: 0

---

[2]
Here is C36H47F3N4O3P2SW as an isolated structure from the OMol25 dataset. Energies are from wB97M-V/def2-TZVPD.

Structure (XYZ):
```
97
Properties=species:S:1:pos:R:3:forces:R:3:lowdin_charge:R:1
W -0.650 -0.347 0.395 -0.4 0.3 0.1 1.335
N -4.244 2.341 0.568 0.0 -0.1 0.0 0.071
C -3.041 1.712 0.709 -0.1 0.2 0.0 -0.799
S -2.999 0.006 0.322 0.0 -0.1 0.0 0.704
N -2.053 2.387 1.182 0.0 -0.3 0.0 0.010
N -0.880 1.631 1.338 0.0 0.1 -0.1 -0.133
C -0.001 2.285 2.004 0.3 0.0 0.1 -0.068
C 1.345 1.867 2.314 -0.3 0.1 -0.1 -0.140
C 2.184 2.801 2.932 0.1 0.0 0.0 -0.043
C 3.486 2.489 3.255 -0.1 0.0 0.0 -0.093
C 3.950 1.204 2.979 0.1 0.0 0.0 -0.068
C 3.137 0.262 2.383 0.0 0.1 0.0 -0.001
C 1.821 0.583 2.018 0.1 -0.1 -0.1 -0.300
O 1.081 -0.349 1.434 0.1 0.0 0.0 -0.240
H -4.911 1.930 -0.060 0.0 0.0 0.0 0.076
H -4.245 3.344 0.652 0.0 0.0 0.0 0.095
H -0.308 3.267 2.353 0.0 0.0 0.0 0.135
H 1.787 3.787 3.146 0.0 0.0 0.0 0.116
H 4.128 3.221 3.726 0.0 0.0 0.0 0.100
H 4.964 0.930 3.246 0.0 0.0 0.0 0.106
H 3.490 -0.739 2.190 0.0 0.0 0.0 0.106
C 4.982 -1.726 -2.061 0.0 0.0 0.0 -0.127
C 3.976 -1.063 -1.120 0.0 0.1 0.1 -0.539
C 3.435 -2.154 -0.190 0.0 0.0 0.0 -0.141
P 2.536 -0.302 -2.042 0.1 0.2 0.0 1.148
C 3.339 0.319 -3.618 0.0 -0.1 0.0 -0.549
C 2.254 0.870 -4.541 0.0 0.0 0.0 -0.125
C 4.502 1.306 -3.552 0.0 0.0 0.0 -0.118
C 2.171 1.319 -1.205 0.0 -0.1 0.0 -0.262
C 3.167 2.228 -0.843 0.0 0.0 0.0 -0.060
C 2.891 3.542 -0.492 -0.1 0.0 0.0 -0.271
C 3.989 4.488 -0.094 0.0 0.0 0.0 -0.044
C 1.562 3.962 -0.530 0.1 0.0 0.0 -0.032
C 0.546 3.070 -0.818 0.0 0.0 0.1 -0.050
C 0.830 1.735 -1.093 0.4 0.0 -0.1 -0.326
N -0.206 0.766 -1.231 -0.2 -0.3 0.0 -0.186
C -0.751 0.618 -2.525 0.1 0.0 0.0 -0.303
C -0.734 1.638 -3.474 -0.1 0.0 0.0 -0.028
C -1.259 1.427 -4.738 -0.1 0.0 0.0 -0.037
C -1.802 0.203 -5.115 0.0 0.0 0.1 -0.271
C -2.330 -0.035 -6.503 0.0 0.0 0.0 -0.050
C -1.827 -0.805 -4.159 0.1 0.0 -0.1 -0.059
C -1.336 -0.605 -2.877 0.0 0.0 0.0 -0.303
P -1.280 -1.815 -1.547 0.1 0.0 0.1 1.006
C 0.125 -2.993 -1.933 0.0 -0.1 0.1 -0.517
C 0.570 -2.981 -3.391 -0.1 0.0 -0.1 -0.117
C -0.098 -4.431 -1.460 0.0 0.0 0.0 -0.104
C -2.816 -2.856 -1.642 0.0 -0.1 0.0 -0.509
C -3.189 -3.368 -0.245 0.0 0.0 -0.1 -0.117
C -4.029 -2.227 -2.330 0.0 0.0 0.0 -0.111
H 5.704 -2.297 -1.473 0.0 0.0 0.0 0.081
H 5.537 -1.022 -2.677 0.0 0.0 0.0 0.055
H 4.478 -2.434 -2.725 0.0 0.0 0.0 0.076
H 4.483 -0.295 -0.525 0.0 0.0 0.0 0.095
H 3.085 -3.001 -0.787 0.0 0.0 0.0 0.071
H 2.609 -1.821 0.430 -0.1 0.1 0.0 0.036
H 4.230 -2.525 0.464 0.0 0.0 0.0 0.082
H 3.705 -0.612 -4.064 0.0 0.0 0.0 0.091
H 1.838 1.795 -4.134 0.0 0.0 0.0 0.068
H 1.430 0.167 -4.674 0.0 0.0 0.0 0.057
H 2.674 1.101 -5.524 0.0 0.0 0.0 0.082
H 4.144 2.312 -3.333 0.0 0.0 0.0 0.072
H 5.003 1.341 -4.524 0.0 0.0 0.0 0.082
H 5.251 1.048 -2.804 0.0 0.0 0.0 0.059
H 4.200 1.903 -0.843 0.0 0.0 0.0 0.100
H 4.967 4.021 -0.202 0.0 0.0 0.0 0.077
H 3.880 4.792 0.949 0.0 0.0 0.0 0.073
H 3.972 5.392 -0.705 0.0 0.0 0.0 0.080
H 1.318 4.994 -0.301 0.0 0.0 0.0 0.119
H -0.490 3.386 -0.779 0.0 0.0 0.0 0.115
H -0.298 2.597 -3.227 0.0 0.0 0.0 0.108
H -1.235 2.239 -5.457 0.0 0.0 0.0 0.115
H -2.414 0.900 -7.056 0.0 0.0 0.0 0.074
H -3.317 -0.500 -6.478 0.0 0.0 0.0 0.078
H -1.670 -0.696 -7.067 0.0 0.0 0.0 0.082
H -2.240 -1.773 -4.425 0.1 0.1 -0.1 0.109
H 0.929 -2.588 -1.320 0.0 0.1 -0.1 0.034
H -0.154 -3.499 -4.028 0.0 0.0 0.0 0.081
H 1.522 -3.513 -3.472 0.0 0.0 0.0 0.080
H 0.717 -1.977 -3.781 0.0 0.0 0.0 0.034
H -0.872 -4.948 -2.029 0.0 0.0 0.0 0.072
H -0.336 -4.489 -0.402 0.0 0.0 0.0 0.055
H 0.831 -4.985 -1.614 0.0 0.0 0.0 0.084
H -2.519 -3.714 -2.255 0.0 0.0 0.1 0.096
H -3.561 -2.557 0.381 0.0 0.0 0.0 0.033
H -2.348 -3.822 0.273 0.1 -0.1 0.0 0.055
H -3.978 -4.117 -0.334 0.0 0.0 0.0 0.085
H -4.297 -1.264 -1.907 0.0 0.1 0.1 0.047
H -4.880 -2.901 -2.203 0.0 0.0 0.0 0.083
H -3.871 -2.093 -3.398 -0.1 0.0 0.1 0.051
F 0.751 -3.147 3.829 0.0 0.0 0.0 0.167
C -0.402 -3.366 3.183 0.0 0.1 0.0 -0.545
F -0.330 -4.569 2.603 0.0 0.0 0.0 0.158
F -1.385 -3.391 4.082 0.0 0.0 0.0 0.171
C -0.632 -2.266 2.136 -0.1 0.0 0.0 -0.559
O -1.212 -1.212 2.444 0.0 -0.1 0.1 -0.049
O -0.197 -2.454 0.970 0.1 0.0 -0.1 -0.133
```
Forces are in eV/Å.

Output
2S+1: 1
DFT total energy: -89593.01226 eV
lowest unoccupied orbital energy (spin up / spin down): -0.2 / -0.2 eV
total charge: 0

---

[3]
Here is a 2-piece molecular cluster, C21H37ClF3N4O6PS overall at a distorted geometry from the OMol25 dataset. Energies are from wB97M-V/def2-TZVPD.

Structure (XYZ):
```
74
Properties=species:S:1:pos:R:3:forces:R:3:lowdin_charge:R:1
C 1.781 -4.616 0.303 -0.4 -0.1 0.0 -0.139
C 0.780 -3.605 -0.287 1.0 -0.2 0.0 -0.401
P 1.329 -2.314 -1.505 -0.8 0.2 -0.1 1.031
C 2.589 -3.163 -2.524 0.0 0.0 0.2 -0.273
C 2.338 -0.915 -0.687 -1.1 0.6 0.0 -0.244
C 1.979 -0.542 0.760 1.8 0.5 0.9 -0.404
N 3.011 0.484 1.156 -0.5 0.2 -0.4 0.118
C 2.040 -1.602 1.856 -0.5 -0.5 0.1 -0.094
C 3.373 -2.317 1.849 0.7 0.1 0.9 -0.248
O 4.145 -2.257 2.783 -0.6 0.0 -0.8 0.082
C 0.765 0.352 0.655 0.2 -0.4 -0.4 -0.085
C -0.166 0.566 1.785 -0.4 0.2 -0.3 -0.059
C -1.658 0.581 1.435 -0.1 -0.6 0.4 -0.147
C -2.239 -0.806 1.087 -0.5 0.4 -0.1 -0.139
C -3.053 -0.777 -0.208 0.0 -0.7 -0.3 -0.170
N -2.258 -1.332 -1.341 0.1 0.6 -0.1 0.040
C -2.644 -0.815 -2.592 0.7 0.9 -0.6 -0.508
C -3.894 -1.352 -3.230 0.1 -0.1 -0.1 0.001
O -1.966 0.039 -3.167 -0.5 -1.0 0.6 0.046
N 0.781 0.903 -0.509 -0.7 0.1 0.1 0.105
C -0.136 1.934 -1.016 0.2 0.8 0.3 -0.084
C -0.107 3.229 -0.160 0.0 -0.7 -0.4 -0.208
C 0.000 4.479 -1.030 0.0 -0.1 0.6 -0.540
Cl 1.716 4.986 -1.166 0.0 0.0 -0.2 0.567
C 1.873 0.430 -1.400 0.6 -1.1 -1.3 -0.456
O 1.331 0.106 -2.657 -0.1 -0.1 0.4 -0.037
C 2.959 1.474 -1.671 -0.2 -0.1 0.5 -0.097
C 4.058 0.891 -2.532 0.3 0.2 -0.3 -0.224
N 4.941 1.557 -3.149 -0.3 -0.1 0.3 0.116
H 1.364 -5.618 0.225 0.0 -0.1 0.1 0.076
H 1.985 -4.446 1.356 0.0 0.0 0.1 0.058
H 2.730 -4.640 -0.229 0.1 0.1 -0.1 0.053
H 0.207 -3.082 0.473 -0.2 -0.1 0.0 0.034
H 0.049 -4.169 -0.863 -0.2 0.2 -0.2 0.073
H 2.794 -2.559 -3.404 0.1 0.1 0.0 0.037
H 3.509 -3.404 -1.993 0.1 0.0 -0.1 0.036
H 2.150 -4.093 -2.885 -0.1 -0.1 0.0 0.048
H 3.416 -1.025 -0.764 0.1 -0.2 -0.1 0.110
H 3.945 0.115 1.054 0.1 -0.1 0.2 0.101
H 2.862 0.809 2.101 0.2 -0.1 0.2 0.106
H 1.949 -1.135 2.834 0.0 0.1 0.0 0.128
H 1.252 -2.353 1.807 0.0 0.0 -0.1 0.099
H 3.629 -2.919 0.962 0.0 0.1 -0.1 0.116
H 0.005 -0.236 2.498 0.0 0.0 0.1 0.123
H 0.073 1.501 2.302 0.2 0.1 -0.1 0.154
H -2.165 0.917 2.328 -0.2 0.3 0.3 0.093
H -1.925 1.292 0.668 0.1 0.2 -0.1 0.086
H -1.477 -1.586 1.054 0.1 -0.1 -0.2 0.097
H -2.936 -1.089 1.873 0.1 0.0 0.2 0.118
H -3.960 -1.369 -0.106 -0.1 0.0 0.0 0.121
H -3.358 0.248 -0.426 -0.1 0.1 0.1 0.124
H -1.291 -1.040 -1.225 0.1 0.0 0.0 0.060
H -4.692 -0.615 -3.185 -0.1 0.1 0.1 0.091
H -3.664 -1.504 -4.282 0.0 0.1 -0.1 0.087
H -4.227 -2.298 -2.817 0.0 0.0 0.2 0.080
H 0.177 2.184 -2.024 0.1 -0.2 -0.1 0.117
H -1.135 1.527 -1.113 0.0 -0.2 -0.1 0.113
H -0.997 3.270 0.464 -0.1 0.1 0.1 0.119
H 0.760 3.173 0.493 0.0 0.2 0.2 0.098
H -0.536 5.297 -0.564 0.0 0.2 -0.1 0.078
H -0.375 4.311 -2.034 -0.1 0.1 -0.1 0.076
H 1.386 0.868 -3.241 0.0 0.1 -0.2 0.114
H 2.499 2.307 -2.207 0.0 0.2 0.0 0.099
H 3.359 1.861 -0.738 0.1 0.0 0.0 0.115
H 4.085 -0.192 -2.642 0.0 -0.1 0.0 0.103
H 4.799 2.557 -2.984 0.1 0.0 -0.1 0.058
C -5.537 2.894 4.943 0.1 0.0 0.0 -0.691
F -5.295 2.159 6.033 0.1 -0.1 0.1 0.116
F -6.805 2.680 4.584 -0.2 0.0 -0.1 0.120
F -5.425 4.179 5.289 0.0 0.2 0.0 0.120
S -4.379 2.469 3.580 0.4 -0.1 -0.6 0.425
O -4.626 1.058 3.338 0.0 -0.1 0.1 -0.348
O -3.066 2.753 4.132 0.0 0.0 0.1 -0.352
O -4.780 3.344 2.500 -0.1 0.1 0.1 -0.338
```
Forces are in eV/Å.

Output
2S+1: 1
DFT total energy: -81419.23963 eV
lowest unoccupied orbital energy: -1.5 eV
total charge: 0

---

[4]
Here is one molecule with the formula C3H5FOS at a distorted geometry from the OMol25 dataset. Energies are from wB97M-V/def2-TZVPD.

Structure (XYZ):
```
11
Properties=species:S:1:pos:R:3:forces:R:3:nbo_charge:R:1
C -0.605 0.233 -1.172 -1.3 -2.8 -1.0 -0.628
C -0.026 0.902 1.651 0.3 1.9 -0.9 0.252
C 0.471 -0.759 -0.614 -1.0 0.4 -0.4 -0.544
O 1.279 0.338 1.711 -0.6 0.3 0.8 -0.623
F -0.522 1.041 2.872 0.1 -0.4 0.9 -0.346
S 0.274 -0.881 1.221 0.9 -1.3 -1.4 0.748
H -0.472 1.180 -0.714 -0.4 0.6 0.9 0.245
H -1.531 -0.394 -0.868 0.7 2.1 -0.8 0.205
H 0.341 -1.835 -0.901 0.2 1.1 -0.3 0.226
H 1.414 -0.310 -0.895 0.7 -0.7 0.6 0.244
H -0.623 0.486 -2.292 0.3 -1.2 1.4 0.222
```
Forces are in eV/Å.

Output
2S+1: 1
DFT total energy: -18788.02851 eV
lowest unoccupied orbital energy: 0.2 eV
total charge: 0